Molecular formula: C4H3MnN5O3
Method: DFT, ωB97M-V/def2-TZVPD

```
! RIJCOSX wB97M-V def2-TZVPD def2/J DEFGRID3
* xyz 2 6
O 0.026 3.310 -2.946
C 0.047 2.293 -2.398
Mn 0.107 0.338 -1.716
C 1.560 -0.458 -2.387
C -1.417 -0.482 -2.178
O 2.478 -0.966 -2.923
O -2.356 -0.955 -2.708
N -1.072 -1.036 3.143
N -0.407 -0.397 2.116
N 0.937 -0.171 2.233
C 1.260 0.108 0.986
N 0.207 0.003 0.123
N -0.892 -0.388 0.895
H -2.064 -0.844 3.062
H -0.662 -0.748 4.028
H 2.250 0.392 0.669
*
```

Output
Orbital gap (spin up / spin down) in eV: 8.892 / 6.511
Lowest unoccupied orbital energy (spin up / spin down) in eV: -9.15 / -11.58
F_max in eV/A: 13.5
Energy above the lowest of the compared OMol25 structures with the same formula, charge and spin in eV: 0.000
E_HOMO (spin up / spin down) in eV: -18.04 / -18.09